Density functional theory data (ωB97M-V with the def2-TZVPD basis set) for a structure of composition C6H13O5V.

Computed properties:
ΔE to the lowest compared entry with this formula, charge and spin ... 0.0 kJ/mol
Multiplicity ... 5
HOMO (alpha / beta) ... -7.08 / -9.98 eV
Expectation value of S² ... 6.010
LUMO energy (alpha / beta) ... 0.1 / -0.4 eV

Last column: natural (NBO) charge in e.
Cartesian coordinates (Å):
V1 0.8876 -1.6706 1.2131  1.284
O1 -0.5120 -0.0270 -3.4427  -0.535
O2 -0.6797 -2.1374 0.1959  -0.806
O3 -0.2132 -0.1641 1.9472  -0.566
O4 1.5038 -0.0006 -2.2944  -0.724
O5 2.3659 -0.8893 2.0895  -0.854
C1 -1.1993 0.1347 0.9330  -0.166
C2 -1.2909 0.8808 -2.6911  -0.265
C3 0.7141 0.8595 2.3103  -0.099
C4 1.9327 0.1520 2.9052  -0.082
C5 -1.5686 -1.1413 0.2526  0.083
C6 0.3978 -0.7630 -2.6870  0.202
H1 -0.7171 0.8463 0.2324  0.167
H2 -2.6214 -1.4479 0.2799  0.152
H3 -2.0555 1.2916 -3.3589  0.199
H4 1.6611 -0.2100 3.9184  0.158
H5 -0.1455 -1.1693 -1.7282  0.151
H6 -1.7755 0.3555 -1.8493  0.169
H7 0.7678 -1.5594 -3.3431  0.171
H8 0.2514 1.5596 3.0223  0.192
H9 1.3283 0.4272 -1.4510  0.460
H10 -2.0707 0.6369 1.3779  0.207
H11 2.7166 0.9203 3.0495  0.173
H12 -0.6820 1.7032 -2.2812  0.159
H13 1.0044 1.4121 1.3998  0.171

***

Density functional theory data (ωB97M-V with the def2-TZVPD basis set) for a structure of composition C27H34BrN6O4S4W.

Computed properties:
ΔE to the lowest compared entry with this formula, charge and spin ... 0.0 kJ/mol
Multiplicity ... 3
HOMO (alpha / beta) ... -16.01 / -16.01 eV
Expectation value of S² ... 2.022
LUMO energy (alpha / beta) ... -9.4 / -10.6 eV
Charge ... +3

Last column: Löwdin spin population.
Cartesian coordinates (Å):
W1 -1.0358 0.0236 1.2455  1.634
Br1 5.9647 3.1392 1.6394  -0.001
S1 -2.1142 0.5399 -1.0559  -0.015
S2 -0.6514 2.5628 0.9860  0.015
S3 -3.2899 0.8805 2.0702  0.025
S4 0.6883 -0.9944 -4.1287  0.000
O1 4.2916 0.1653 -2.5057  0.001
O2 -0.3637 -0.7618 -3.1477  0.001
O3 1.7095 0.0168 -4.2474  0.000
O4 3.1965 1.9887 -2.0916  0.000
N1 -1.3699 -1.2868 3.0318  0.005
N2 0.6346 0.3815 2.6839  -0.003
N3 2.0410 -1.3059 -1.5119  0.007
N4 3.3447 0.7885 -2.0900  0.000
N5 -2.7180 -2.5122 0.0735  0.083
N6 0.6372 -0.4464 -0.0452  0.034
C1 4.1977 0.9317 1.7779  0.000
C2 2.9790 0.3150 2.0099  -0.001
C3 -2.4294 -2.0822 3.2484  0.028
C4 -1.7998 3.2199 2.2327  0.013
C5 -3.2193 2.7051 2.1121  0.009
C6 -2.6189 -2.7805 4.4335  -0.001
C7 -1.6933 -2.6744 5.4521  0.024
C8 1.4312 0.5744 -0.5457  0.010
C9 0.5054 -2.9442 -0.4518  0.004
C10 -0.0451 -1.3252 -5.7028  0.000
C11 -3.8271 1.0727 -0.6817  0.004
C12 2.2756 0.0496 -1.4442  0.006
C13 -1.3814 2.0860 -1.6405  -0.001
C14 -2.1045 -1.6158 0.4658  0.004
C15 1.5070 -2.5128 -3.6367  0.000
C16 -1.3385 3.1746 -0.5919  0.000
C17 2.5482 -2.2275 -2.5543  0.001
C18 2.0305 2.4324 2.6757  -0.001
C19 1.8946 1.0745 2.4309  0.000
C20 -0.5935 -1.8457 5.2493  0.010
C21 -0.4779 -1.1746 4.0507  0.011
C22 -4.3732 0.5676 0.6397  0.008
C23 0.9723 -1.5120 -6.8190  0.000
C24 1.0396 -1.5778 -0.6592  0.024
C25 4.3280 2.3014 1.9782  -0.001
C26 0.6272 -0.2914 3.7769  0.052
C27 3.2511 3.0472 2.4455  0.000
H1 -5.3358 1.0322 0.8587  0.000
H2 -4.4440 0.6826 -1.4922  -0.001
H3 1.4579 -0.2200 4.4743  0.001
H4 2.8745 -0.7531 1.8572  0.000
H5 1.6433 -0.6581 -6.8838  0.000
H6 1.5627 -2.4188 -6.6916  0.000
H7 1.2098 3.0124 3.0779  0.000
H8 -0.7034 -2.1841 -5.5575  0.000
H9 -1.7717 4.3086 2.1601  0.000
H10 -0.3421 -3.1337 -1.1119  0.001
H11 -4.5204 -0.5115 0.6328  0.000
H12 3.3741 4.1031 2.6434  0.000
H13 -1.9567 2.4084 -2.5110  0.000
H14 -3.8039 3.0270 2.9740  0.000
H15 -1.3522 2.9479 3.1904  0.001
H16 0.1654 -1.7177 6.0099  0.000
H17 3.4256 -1.7528 -2.9779  0.000
H18 -2.3216 3.5957 -0.3892  0.000
H19 -0.6747 -0.4459 -5.8630  0.000
H20 2.0211 -2.9214 -4.5070  0.000
H21 -3.4930 -3.4095 4.5306  -0.001
H22 0.7354 -3.2148 -3.3229  0.000
H23 0.1619 -3.0685 0.5729  0.001
H24 -0.3932 1.8012 -2.0051  0.000
H25 5.0501 0.3516 1.4507  0.000
H26 -3.1424 -2.1897 2.4474  0.001
H27 1.4261 1.5896 -0.1935  0.000
H28 -3.8606 2.1587 -0.7432  0.001
H29 2.8619 -3.1517 -2.0733  0.000
H30 0.4398 -1.6036 -7.7638  0.000
H31 -1.8167 -3.2168 6.3798  0.001
H32 -0.6880 3.9899 -0.9102  0.000
H33 -3.7185 3.0819 1.2214  0.000
H34 1.2784 -3.6863 -0.6423  0.000

***

Density functional theory data (ωB97M-V with the def2-TZVPD basis set) for a structure of composition C36H25Cl2IIrN2O3P.

Computed properties:
ΔE to the lowest compared entry with this formula, charge and spin ... 150.9 kJ/mol
HOMO (alpha / beta) ... 0.39 / 0.41 eV
LUMO energy (alpha / beta) ... 3.3 / 3.3 eV
Charge ... -2

Last column: Mulliken charge in e.
Cartesian coordinates (Å):
Ir1 1.2565 -0.8453 0.4168  1.487
I1 4.5486 6.1331 -0.3896  0.005
Cl1 4.3308 0.1105 7.0371  -0.290
Cl2 -0.2539 1.5074 4.5627  -0.220
P1 0.0631 0.1998 -1.4499  0.869
O1 1.1478 0.5938 2.1623  -0.241
O2 0.9704 -3.4149 -0.0960  -0.879
O3 3.4464 -0.3356 0.8180  -0.757
N1 1.8144 2.8834 -0.7069  -0.196
N2 2.7955 2.3438 0.0177  0.108
C1 -1.7398 -3.7110 1.1835  -0.468
C2 2.1919 4.1310 -0.9397  -0.166
C3 -1.8931 2.0370 -2.4347  -0.443
C4 0.2064 -2.3707 -2.1214  0.743
C5 2.0864 0.7700 5.6169  -0.591
C6 -2.6908 -1.0290 -1.2385  -0.701
C7 -2.7124 -3.7260 3.3902  -0.423
C8 -2.2968 -2.4124 3.5589  -1.020
C9 -0.5703 1.5976 -2.4577  0.591
C10 -0.6400 -1.6603 0.2116  0.290
C11 0.3367 2.2521 -3.2987  -0.231
C12 1.8587 0.4876 3.1748  -0.284
C13 -4.2432 0.5802 -0.2439  -1.143
C14 0.0299 -3.4432 -4.2733  -0.700
C15 3.4378 4.3862 -0.3343  -0.991
C16 -0.0719 3.2785 -4.1402  -0.639
C17 3.7991 3.2066 0.2679  0.015
C18 0.2805 -2.4734 -0.6226  -0.813
C19 -1.3211 -2.3868 1.3361  -0.020
C20 0.1946 -3.5230 -2.8917  -0.937
C21 -1.6084 -1.7532 2.5462  0.102
C22 3.9456 -0.1307 4.3683  -1.131
C23 -2.4257 -4.3750 2.1933  -0.813
C24 -1.5138 -0.5436 -0.4547  2.174
C25 3.8627 -0.4136 1.9635  -0.436
C26 3.2147 -0.0103 3.1676  1.260
C27 -3.1812 1.0484 0.5700  -0.642
C28 -0.1263 -2.2021 -4.8722  -0.667
C29 -2.3013 3.0676 -3.2796  -0.625
C30 3.4003 0.2489 5.5490  0.275
C31 0.0722 -1.1186 -2.7199  0.664
C32 1.3601 0.8822 4.4811  0.226
C33 -3.9452 -0.4850 -1.1152  -0.570
C34 -0.1096 -1.0429 -4.0977  -0.957
C35 -1.4021 3.6846 -4.1388  -0.506
C36 -1.9156 0.5422 0.5058  -0.416
H1 -4.7500 -0.9085 -1.7147  0.291
H2 -3.3397 3.3811 -3.2667  0.395
H3 -5.2430 0.9929 -0.1687  0.232
H4 -0.2361 -0.0801 -4.5769  0.361
H5 -1.2749 -0.7340 2.6947  0.304
H6 -3.3790 1.8587 1.2705  0.291
H7 0.6446 3.7623 -4.7963  0.406
H8 -1.5186 -4.2269 0.2573  0.348
H9 4.6696 2.9439 0.8463  0.489
H10 -0.2647 -2.1335 -5.9466  0.380
H11 1.6597 1.0646 6.5656  0.430
H12 2.7608 1.3722 0.3265  0.195
H13 4.9575 -0.5196 4.3345  0.319
H14 4.8753 -0.8378 2.0865  0.153
H15 1.3774 1.9433 -3.2864  0.360
H16 -1.7321 4.4756 -4.8045  0.348
H17 -2.5348 -1.8733 -1.9041  0.248
H18 0.3086 -4.4781 -2.3893  0.423
H19 -2.5039 -1.8957 4.4913  0.384
H20 -2.7382 -5.4026 2.0419  0.359
H21 0.0142 -4.3443 -4.8777  0.334
H22 1.5639 4.7956 -1.5138  0.481
H23 -2.6171 1.5732 -1.7720  0.186
H24 -3.2571 -4.2365 4.1783  0.358
H25 -1.1308 0.9420 1.1422  0.032